No. 1
{
  "formula": "C22H45N2P3STi",
  "method": "the ωB97M-V functional and the def2-TZVPD basis",
  "e_lumo_ev": [-15.49, -15.48],
  "charge": 4,
  "spin_multiplicity": 1,
  "gap_ha": [0.1634, 0.1649],
  "elements": ["Ti", "P", "P", "P", "H", "C", "C", "H", "C", "C", "C", "C", "C", "C", "C", "C", "C", "H", "H", "H", "H", "H", "H", "H", "H", "H", "H", "H", "H", "H", "H", "H", "H", "H", "H", "H", "H", "H", "H", "H", "H", "H", "H", "H", "H", "H", "C", "C", "C", "C", "C", "C", "S", "H", "H", "H", "H", "H", "H", "C", "C", "C", "C", "N", "N", "C", "H", "H", "H", "H", "H", "H", "H", "H"],
  "xyz": [[-0.44067, 1.18491, 0.95849], [-0.52356, 0.52988, 3.24478], [1.58242, -0.39514, 0.27069], [-1.88908, -4.59436, -0.79089], [-2.60666, 1.89476, -0.74983], [-2.26597, 1.13278, -0.04933], [-2.35449, 1.47100, 1.37314], [-2.43731, 2.54963, 1.57679], [-0.92363, 2.13530, 4.03426], [1.00835, -0.03579, 4.02934], [-1.76903, -0.58692, 3.97552], [2.25753, -0.68779, -1.41625], [3.16608, 0.23656, 0.99040], [1.60203, -2.11013, 0.90787], [-3.37831, -5.52313, -1.17587], [-1.80882, -4.34290, 0.99047], [-0.46333, -5.51430, -1.35633], [-2.69914, 0.19949, -0.40831], [-2.90862, 0.79753, 2.02659], [-1.18040, 2.90648, 3.29171], [-0.04937, 2.47324, 4.60798], [-1.78532, 1.99142, 4.70178], [1.88448, 0.23653, 3.42857], [0.98698, -1.13282, 4.12005], [1.08028, 0.44233, 5.01484], [-2.78269, -0.24377, 3.75372], [-1.62711, -0.58086, 5.06463], [-1.66141, -1.60552, 3.57915], [3.31610, -0.99163, -1.33738], [2.19998, 0.22495, -2.01779], [1.66986, -1.45551, -1.93541], [3.97507, -0.46060, 0.71685], [3.13787, 0.34155, 2.07989], [3.39687, 1.22321, 0.56876], [2.62823, -2.50540, 0.92625], [0.98376, -2.75140, 0.26922], [1.20276, -2.15678, 1.92604], [-3.10631, -6.58609, -1.26087], [-3.80816, -5.19413, -2.13509], [-4.12740, -5.40732, -0.37412], [-1.81204, -5.32681, 1.48191], [-2.68406, -3.76930, 1.32743], [-0.90071, -3.79002, 1.26791], [-0.76762, -6.55536, -1.49986], [0.33724, -5.45055, -0.61895], [-0.12368, -5.09739, -2.30821], [-0.92212, -0.19968, -2.99803], [-0.62536, -0.61063, -4.31710], [-0.46242, 0.31783, -5.31548], [-0.58116, 1.69755, -5.05687], [-0.79338, 2.13080, -3.73188], [-0.90280, 1.19392, -2.73427], [-1.13715, -1.49745, -1.94648], [-1.82377, -3.23345, -1.37909], [-0.51728, -1.68563, -4.47989], [-0.25245, -0.03640, -6.31916], [-0.49712, 2.43083, -5.85877], [-0.88043, 3.19790, -3.50933], [-0.92554, 1.57161, -1.69937], [2.28552, 4.58956, -2.55691], [1.84541, 4.05967, -1.25757], [2.00307, 4.50019, 0.03869], [1.40676, 3.58051, 0.88086], [0.77627, 2.65785, 0.10271], [1.11482, 2.93174, -1.18337], [1.56993, 3.37761, 2.32435], [2.73459, 5.57069, -2.37645], [3.06039, 3.94081, -2.98654], [1.46462, 4.71220, -3.27681], [2.58609, 5.35771, 0.37044], [1.00753, 2.28008, -1.94974], [0.77796, 3.89906, 2.88490], [1.62944, 2.31138, 2.63189], [2.52758, 3.83391, 2.62874]],
  "mulliken_charge": [-0.13, 1.43, 1.13, 1.02, 0.64, -0.80, -1.14, 0.38, -1.44, -1.27, -1.52, -1.12, -1.40, -0.68, -1.11, -1.02, -1.18, 0.42, 0.37, 0.37, 0.47, 0.44, 0.16, 0.38, 0.49, 0.54, 0.45, 0.33, 0.54, 0.21, 0.34, 0.57, 0.35, 0.38, 0.48, -0.07, 0.27, 0.41, 0.41, 0.42, 0.48, 0.40, 0.18, 0.41, 0.41, 0.41, 0.72, -0.61, -0.90, -0.37, -0.70, -0.10, 0.27, -0.27, 0.52, 0.47, 0.49, 0.63, 0.48, -1.28, 0.75, -1.37, 0.18, 0.53, 0.26, -0.93, 0.39, 0.33, 0.32, 0.54, 0.04, 0.32, 0.00, 0.48]
}


No. 2
{
  "formula": "C4H6O",
  "method": "the ωB97M-V functional and the def2-TZVPD basis",
  "smiles": "C1=CCOC1",
  "e_lumo_ev": 1.08,
  "de_lowest_kcal_mol": 24.32,
  "spin_multiplicity": 1,
  "gap_ha": 0.3739,
  "elements": ["C", "C", "C", "O", "C", "H", "H", "H", "H", "H", "H"],
  "xyz": [[-0.46941, 0.96185, -0.14328], [0.85521, 0.70529, -0.06221], [1.06068, -0.76150, -0.00778], [-0.30827, -1.30327, -0.16958], [-1.29382, -0.27340, 0.02339], [-0.88437, 2.04474, -0.27072], [1.64240, 1.43386, 0.06309], [1.49044, -0.94291, 1.02037], [1.75249, -1.08118, -0.89762], [-2.12796, -0.55181, -0.68024], [-1.71741, -0.23166, 1.12458]],
  "mulliken_charge": [-0.26, -0.39, -0.28, -0.35, -0.26, 0.27, 0.38, 0.22, 0.25, 0.25, 0.17]
}


No. 3
{
  "formula": "H15O8Y",
  "method": "the ωB97M-V functional and the def2-TZVPD basis",
  "e_lumo_ev": -6.84,
  "charge": 2,
  "de_lowest_kcal_mol": 0.00,
  "spin_multiplicity": 1,
  "gap_ha": 0.3223,
  "elements": ["Y", "O", "H", "O", "H", "H", "O", "H", "H", "O", "H", "H", "O", "H", "H", "O", "H", "H", "O", "H", "H", "O", "H", "H"],
  "xyz": [[29.63760, -20.17524, 4.21000], [31.89496, -20.22724, 4.47071], [32.09461, -19.98469, 5.37897], [28.00219, -21.57081, 5.53855], [27.24087, -21.26308, 6.05052], [27.79035, -22.49227, 5.31359], [30.15750, -22.47575, 3.99512], [30.09835, -23.24154, 4.58536], [30.92105, -22.67117, 3.42524], [27.96872, -21.18566, 2.66567], [27.00154, -21.20882, 2.72805], [28.16449, -21.47649, 1.76212], [27.61310, -18.90313, 4.71084], [27.18587, -18.06106, 4.48407], [27.00713, -19.32051, 5.33231], [30.52178, -20.15811, 2.10857], [31.47755, -19.99971, 1.96423], [30.12063, -20.16911, 1.22449], [29.90175, -19.80139, 6.58594], [29.78649, -20.68983, 6.96586], [30.04256, -19.22366, 7.35193], [30.12966, -17.90630, 4.20006], [30.24995, -17.44768, 3.35180], [30.31554, -17.23402, 4.87320]],
  "mulliken_charge": [1.94, -0.83, 0.24, -0.46, 0.26, 0.28, -0.51, 0.28, 0.31, -0.49, 0.30, 0.27, -0.44, 0.30, 0.25, -0.50, 0.31, 0.27, -0.48, 0.33, 0.29, -0.47, 0.28, 0.28]
}


Values of calculated total energy, in order: -88298.5018; -6290.8632; -17656.4906, all in eV.